ORCA calculation (the ωB97M-V functional and the def2-TZVPD basis) on a structure of composition C19H39O3P3Pt.

Highest occupied orbital energy (spin up / spin down) (eV): -18.196 / -19.704
Total energy (a.u.): -2114.51602
Energy above the lowest of the compared OMol25 structures with the same formula, charge and spin (kJ/mol): 513.4

ORCA input file:
```
! wB97M-V def2-TZVPD RIJCOSX def2/J DEFGRID3
* xyz 4 5
P -0.4736 1.0694 -3.4250
C -0.7634 2.8337 -3.9459
H -0.1240 2.9545 -4.8730
H -0.4380 3.5210 -3.1153
H -1.8537 2.9598 -4.2414
C 1.3254 0.7808 -3.5092
H 1.5790 -0.2596 -3.1915
H 1.8359 1.5587 -2.8740
H 1.6000 0.9382 -4.5795
C -1.6029 0.2064 -4.5587
H -1.2125 0.3617 -5.5810
H -2.6017 0.6938 -4.4558
H -1.6319 -0.8694 -4.3116
P -3.9692 -1.6549 1.9207
C -4.1773 0.1334 1.8815
H -4.8398 0.2022 2.7702
H -4.6402 0.3151 0.8883
H -3.1956 0.6560 1.9873
C -5.1310 -2.8778 1.1882
H -4.6994 -3.9262 1.1966
H -5.4023 -2.5635 0.1450
H -5.9968 -2.8228 1.8806
C -3.4252 -2.4605 3.5415
H -4.3409 -2.2593 4.1776
H -2.4945 -1.9387 3.9273
H -3.2542 -3.5716 3.3592
P 2.5330 0.6349 2.5453
C 3.2935 1.8877 3.5847
H 4.3813 1.6415 3.5362
H 2.9779 1.9185 4.6280
H 3.1139 2.8763 3.1867
C 2.8198 -0.8171 3.6514
H 3.8861 -0.6612 3.9395
H 2.6995 -1.8413 3.2028
H 2.2022 -0.7120 4.5930
C 3.6706 0.8072 1.1653
H 4.6468 0.5495 1.5869
H 3.7180 1.8748 0.9135
H 3.4972 0.2249 0.2553
Pt 0.2450 -3.2035 -0.2798
C -1.1639 0.7345 -1.7458
O -1.6092 0.4696 -0.6770
C 0.6924 0.6726 2.0951
O -0.4208 0.4681 1.7060
C 1.9990 -4.1295 0.0231
C 2.1368 -2.6734 -0.1115
C 1.3575 -1.9188 -1.1027
C 0.9202 -2.7891 -2.1696
C 0.7809 -4.2246 -2.0791
C 1.2309 -4.9023 -0.8915
H 2.3364 -4.6226 1.0591
H 2.7185 -2.1618 0.6033
H 1.3172 -0.7279 -1.0859
H 0.5252 -2.3237 -3.0367
H 0.0683 -4.7926 -2.7155
H 1.0595 -5.9168 -0.7053
C -0.6636 4.8404 -0.3544
C 0.7149 4.3538 0.0934
O 1.0804 3.2466 -0.7485
H -0.6332 5.3262 -1.3456
H -1.0363 5.5974 0.3371
H -1.4141 4.0383 -0.3836
H 1.4751 5.1690 -0.0018
H 0.6928 3.9905 1.1490
H 2.0783 3.1153 -0.6230
*
```

Atomic partial charges in e from the Löwdin method, atoms 1 to 8: number 1, P, carries 0.86; number 2, C, carries -0.15; number 3, H, carries 0.10; number 4, H, carries 0.06; number 5, H, carries 0.10; number 6, C, carries -0.16; number 7, H, carries 0.03; number 8, H, carries 0.08